Here is a molecular structure, C40H16BrF15GeN5O9RuS in a non-equilibrium geometry from the Open Molecules 2025 dataset. Energies are from ωB97M-V/def2-TZVPD.

Output
- HOMO energy (spin up / spin down) (eV) = -8.9073 / -8.9055
- 2S+1 = 2
- frontier orbital gap (spin up / spin down) (eV) = 7.553 / 6.943
- E_LUMO (spin up / spin down) (hartree) = -0.0498 / -0.0721

Each line ends with the Löwdin charge.
Atoms and positions in Å:
Ru: -0.5783 -0.6660 -1.0055  1.00
O: 3.4951 -1.0676 -0.2498  0.07
C: 3.5420 -0.6713 1.0462  -0.26
C: 4.7854 -0.6240 1.6702  0.00
C: 4.8872 -0.1963 2.9802  -0.07
C: 3.7565 0.1978 3.6891  -0.09
C: 2.5223 0.1371 3.0695  -0.04
C: 2.3934 -0.3099 1.7559  -0.11
C: 1.0208 -0.4035 1.1530  -0.38
O: 1.0429 -0.0521 -0.2230  -0.32
N: 0.4449 -1.7276 1.3156  0.07
N: -0.6767 -1.9063 0.5089  -0.15
C: -1.2530 -3.0440 0.5632  -0.15
C: -2.3837 -3.4313 -0.2371  -0.59
Br: -2.8548 -2.2914 -1.6763  0.88
C: -3.0940 -4.5463 -0.0305  -0.07
C: -2.9530 -5.4737 1.0966  -0.22
C: -3.0863 -6.8432 0.8550  -0.03
C: -2.9594 -7.7548 1.8878  -0.07
C: -2.7239 -7.3112 3.1825  -0.07
C: -2.6248 -5.9523 3.4401  -0.07
C: -2.7406 -5.0369 2.4057  -0.04
H: 2.6301 -0.7822 -0.5986  0.06
H: 5.6583 -0.9125 1.1003  0.12
H: 5.8614 -0.1549 3.4499  0.11
H: 3.8407 0.5489 4.7083  0.10
H: 1.6278 0.4374 3.6051  0.12
H: 0.3525 0.3062 1.6589  0.11
H: 1.0586 -2.5301 1.3738  0.14
H: -0.8495 -3.7868 1.2424  0.14
H: -3.8444 -4.8058 -0.7697  0.11
H: -3.2728 -7.1911 -0.1535  0.12
H: -3.0467 -8.8135 1.6839  0.11
H: -2.6358 -8.0237 3.9918  0.11
H: -2.4692 -5.6003 4.4511  0.11
H: -2.7089 -3.9775 2.6268  0.12
O: 5.9937 -2.6835 -4.4265  0.09
N: 5.1798 -1.7882 -4.5240  -0.35
O: 5.3398 -0.7655 -5.1602  0.08
C: 3.9066 -1.9489 -3.8216  -0.12
C: 2.9885 -0.9086 -3.8534  0.10
C: 1.8022 -1.1167 -3.2035  -0.07
C: 1.4889 -2.2592 -2.4127  -0.28
O: 0.4001 -2.3307 -1.7476  -0.17
C: 2.4969 -3.2487 -2.4056  -0.05
C: 3.6734 -3.1100 -3.1098  0.10
N: 2.3541 -4.4179 -1.5391  -0.33
O: 1.7726 -4.2726 -0.4785  0.08
O: 2.8439 -5.4597 -1.9211  0.10
N: 0.7907 -0.0609 -3.1819  -0.35
O: -0.3806 -0.3916 -3.4143  -0.01
O: 1.1370 1.0643 -2.9855  0.12
H: 3.2008 0.0126 -4.3759  0.14
H: 4.4244 -3.8858 -3.0765  0.14
F: 1.3108 2.6257 -1.0015  0.08
C: 1.3379 3.0171 0.2697  -0.25
C: 0.1446 3.3210 0.9052  -0.12
C: 0.2504 3.8479 2.1828  -0.21
F: -0.8434 4.1758 2.8855  0.10
C: 1.4700 4.0250 2.8126  -0.14
F: 1.5275 4.5143 4.0510  0.13
C: 2.6381 3.6750 2.1548  -0.13
F: 3.8102 3.8344 2.7542  0.14
C: 2.5756 3.1733 0.8660  -0.14
F: 3.6905 2.8657 0.2116  0.14
Ge: -1.5547 2.9485 -0.0066  0.79
S: -1.9803 0.7618 0.0380  0.32
C: -1.6302 3.6985 -1.8156  -0.13
C: -0.6593 4.4815 -2.4165  -0.22
F: 0.4283 4.8613 -1.7396  0.11
C: -0.7809 4.9432 -3.7156  -0.13
F: 0.1703 5.6985 -4.2598  0.13
C: -1.9112 4.6239 -4.4492  -0.13
F: -2.0412 5.0611 -5.6955  0.14
C: -2.9121 3.8595 -3.8742  -0.14
F: -4.0080 3.5610 -4.5698  0.13
C: -2.7542 3.4185 -2.5740  -0.23
F: -3.7461 2.6900 -2.0399  0.08
C: -3.0031 3.8456 0.9755  -0.14
C: -3.0534 5.2265 0.8882  -0.22
F: -2.0919 5.8734 0.2063  0.10
C: -4.0305 5.9899 1.4954  -0.14
F: -4.0339 7.3166 1.3864  0.13
C: -5.0105 5.3501 2.2360  -0.13
F: -5.9619 6.0574 2.8328  0.14
C: -4.9897 3.9717 2.3585  -0.14
F: -5.9271 3.3575 3.0781  0.13
C: -3.9909 3.2425 1.7339  -0.22
F: -4.0165 1.9182 1.9047  0.06